[1]
Entry from OMol25: 8 unconnected molecules or ions with the total composition C21H46NO13P in a non-equilibrium geometry (ωB97M-V/def2-TZVPD).

The geometry in XYZ format:
```
82
Properties=species:S:1:pos:R:3:forces:R:3:lowdin_charge:R:1
N -0.6932 -0.5596 -0.5557 2.0 -3.1 3.3 0.334
H -1.4221 -0.3187 -1.0388 -5.3 2.4 -5.0 -0.004
H 0.1456 -0.1071 -0.6450 2.2 2.1 0.0 0.072
H -0.5643 -1.5132 -0.8638 -0.6 -1.4 0.6 0.086
H -1.2586 -0.5450 0.3008 0.7 -1.2 1.2 0.097
P -3.0479 -2.7008 -0.3037 2.2 0.4 4.5 -0.383
O -2.4437 -2.7916 -1.6174 4.0 -1.3 -6.5 -0.439
O -1.9453 -2.7052 0.8353 1.9 -0.2 0.7 -0.535
O -4.0384 -3.7171 -0.0053 -3.6 -3.0 0.7 -0.446
O -3.4584 -1.2692 -0.2536 -2.4 6.1 0.7 -0.461
O -0.8172 1.6852 -2.7117 0.4 0.6 0.2 0.088
C -1.4044 1.2766 -3.6733 -1.3 -1.6 -0.7 -0.456
O -1.0741 1.6130 -4.9560 -0.7 -1.5 0.2 -0.032
C -0.1306 2.6340 -5.1834 -6.5 1.5 -2.9 -0.226
C 0.2450 2.6588 -6.6938 -1.9 -0.4 0.9 -0.044
C -2.5617 0.2203 -3.6771 4.5 2.5 7.9 0.076
H 0.6617 2.5068 -4.6687 5.8 -1.2 3.7 0.034
H -0.6843 3.4767 -4.6643 1.1 0.2 -1.5 0.154
H -0.6009 2.7939 -7.4149 0.4 -0.4 0.9 0.082
H 0.7769 1.7128 -6.9414 0.0 1.0 0.1 0.091
H 0.7547 3.5841 -6.7224 1.5 0.7 -0.8 0.046
H -3.0522 0.3158 -4.4584 -5.0 1.1 -7.1 -0.017
H -3.1385 0.2476 -2.7107 0.5 -0.1 -0.9 0.113
H -2.0986 -0.6917 -3.7306 1.2 -2.6 0.3 0.065
O 2.3722 -1.0991 0.0930 0.8 -0.6 0.5 0.066
C 2.4898 -1.7142 1.1353 -1.0 1.7 0.7 -0.540
O 3.5779 -2.3575 1.5728 1.9 0.5 -0.7 -0.064
C 4.8468 -2.1610 0.8426 1.2 -1.6 -1.5 -0.229
C 5.7280 -0.9932 1.4312 2.3 0.2 2.6 -0.126
C 1.3420 -1.8158 2.1362 2.2 3.9 2.0 0.044
H 4.6622 -2.0567 -0.3145 0.1 -0.2 2.4 0.138
H 5.4322 -3.2408 1.0214 -1.5 3.1 -0.4 0.156
H 5.8285 -1.2743 2.6569 -0.5 1.4 -3.2 0.125
H 5.6377 0.1466 1.2074 -1.4 -2.1 0.6 0.081
H 6.8580 -0.9465 1.1401 -1.8 -1.4 0.0 0.067
H 0.7961 -0.7501 2.2814 1.2 -2.9 -0.6 0.139
H 1.6146 -2.3070 3.0926 0.1 0.7 -0.5 0.095
H 0.8444 -2.5182 1.6417 -3.9 -2.6 -1.9 0.014
O -0.9387 1.4039 2.6806 0.0 -1.5 1.5 0.042
C -1.3629 0.4855 3.4015 1.9 3.4 -0.4 -0.467
O -0.8843 0.3401 4.6977 -6.5 -3.2 -1.4 -0.034
C -0.0878 1.1319 5.4228 4.3 0.9 -1.1 -0.306
C -0.1161 0.9841 6.9368 -0.4 -0.1 0.0 -0.050
C -2.4525 -0.3664 3.0070 4.0 -3.2 -4.7 0.017
H -0.0219 2.1663 5.0806 -1.0 0.5 0.5 0.128
H 0.7006 0.7614 4.8247 3.7 0.3 1.1 0.106
H 0.6040 1.5420 7.4990 0.5 1.7 -0.5 0.056
H 0.0463 0.1214 7.5972 -0.7 -1.1 -1.5 0.077
H -1.0979 1.3778 7.0634 -0.9 0.3 1.4 0.065
H -2.6268 -0.4004 1.8745 -0.5 0.3 1.5 0.097
H -3.1508 -0.2350 3.6538 -5.4 1.5 3.5 0.025
H -2.2830 -1.4350 3.2062 0.7 0.0 -0.3 0.112
C -5.9163 1.8418 -0.1768 0.6 1.1 -4.4 -0.015
C -4.8251 2.8487 -0.0489 1.0 5.9 2.1 -0.296
O -4.9086 4.2027 0.2371 -0.4 -7.7 -1.8 -0.119
C -3.4040 2.2964 -0.1913 -4.1 5.4 3.5 0.010
H -6.7752 2.1145 0.2958 -2.3 0.8 1.7 0.028
H -5.5346 0.8901 0.0792 0.3 -1.3 0.2 0.063
H -6.2780 1.8141 -1.3557 1.2 -0.1 2.7 0.161
H -3.1732 1.4472 0.2062 0.9 -5.4 2.5 0.010
H -2.8632 3.1080 0.1504 1.7 1.4 1.0 0.067
H -3.2864 2.3002 -1.1326 1.2 -0.5 -7.3 0.009
C 2.5671 2.5097 -1.2610 -0.3 -2.5 4.7 -0.022
C 2.3935 3.5321 -0.1937 3.0 7.1 -1.0 -0.322
O 3.2017 4.6730 -0.3030 -4.5 -6.5 1.1 -0.132
C 1.2887 3.5129 0.8957 4.2 0.7 -0.3 -0.011
H 1.8450 2.5197 -2.0053 -2.0 -0.2 -1.0 0.043
H 2.5230 1.4918 -0.5808 0.3 1.9 -2.3 0.144
H 3.4669 2.6938 -1.7355 2.1 0.0 -0.7 0.045
H 0.3577 3.4062 0.4233 -1.6 1.0 -0.5 0.065
H 1.6676 4.3756 1.5387 -1.7 -1.0 -0.7 0.110
H 1.3269 2.5710 1.4026 0.4 -0.6 0.8 0.053
C 0.8757 -4.6210 -1.8385 -1.3 2.4 2.1 -0.034
C 2.3567 -4.4545 -1.4683 1.0 3.0 -4.8 -0.401
O 3.0961 -3.7388 -2.2964 -2.6 -3.5 4.1 -0.068
C 2.8957 -4.9865 -0.1622 1.5 1.8 0.1 -0.034
H 0.6682 -5.0961 -2.7962 0.3 0.4 -0.1 0.063
H 0.2070 -3.5100 -1.7158 1.9 -3.2 -0.7 0.165
H 0.3753 -5.1964 -1.0486 0.0 0.0 -0.3 0.064
H 2.2997 -4.6010 0.6838 0.0 -0.4 -0.4 0.092
H 3.8960 -4.5123 -0.1018 -0.5 -0.1 0.2 0.054
H 3.1480 -6.0293 -0.0299 -0.8 -0.5 -0.4 0.075
```
Positions in Å, forces in eV/Å.

Properties
2S+1: 1
strongest force on any atom: 0.183 hartree/bohr
net charge: -2
ΔE to the lowest compared entry with this formula, charge and spin: 258.37 kJ/mol
Kohn-Sham gap: 2.91 eV

---

[2]
Entry from OMol25: a molecular structure, C21H47EuNO2SSi2 in a non-equilibrium geometry (ωB97M-V/def2-TZVPD).

The geometry in XYZ format:
```
75
Properties=species:S:1:pos:R:3:forces:R:3:lowdin_charge:R:1
O -0.9181 -1.3763 -0.4263 0.6 0.0 1.6 -0.274
O -2.1812 -0.2601 -2.4733 -0.9 0.0 -1.1 -0.253
C 0.1495 -2.2971 -0.6419 -0.4 -0.1 -0.4 -0.255
C 0.5356 -3.1814 0.5287 0.2 -0.1 -0.2 -0.073
H 1.0110 -1.6847 -0.9574 -0.2 -0.2 0.0 0.106
H -0.1485 -2.9065 -1.5095 0.3 -0.1 0.2 0.121
H 0.8849 -2.5891 1.3832 -0.1 -0.1 0.0 0.055
H 1.3613 -3.8108 0.1782 -0.1 0.0 0.2 0.092
H -0.2811 -3.8402 0.8487 0.3 0.2 -0.1 0.084
C -1.8894 -1.7101 0.5778 0.0 -0.1 -0.2 -0.257
C -2.9071 -2.6064 -0.0790 -0.4 -0.4 0.0 -0.049
H -2.3451 -0.7856 0.9672 0.2 -0.1 -0.4 0.084
H -1.3816 -2.1812 1.4345 -0.4 0.1 -0.2 0.100
H -3.2672 -2.1565 -1.0111 0.2 0.0 0.3 0.046
H -3.7754 -2.8032 0.5519 0.1 0.0 0.1 0.089
H -2.4417 -3.5694 -0.3168 -0.1 0.0 -0.1 0.085
C -3.2462 0.6816 -2.7045 0.4 -0.2 -0.1 -0.268
C -2.0185 -1.1491 -3.5876 0.0 0.3 0.3 -0.260
C -4.4640 0.3485 -1.8880 -0.3 0.0 0.0 -0.059
H -3.5104 0.6726 -3.7731 0.1 0.2 0.2 0.119
H -2.8625 1.6786 -2.4662 0.0 -0.1 0.1 0.105
H -4.8952 -0.5965 -2.2303 0.0 0.1 0.2 0.072
H -5.2072 1.1375 -2.0341 0.0 -0.1 0.1 0.087
H -4.2397 0.2685 -0.8200 0.0 0.0 -0.1 0.081
C -3.2581 -1.9671 -3.8805 -0.1 -0.3 -0.2 -0.066
H -1.1666 -1.7948 -3.3493 -0.2 0.1 0.1 0.106
H -1.7525 -0.5491 -4.4734 0.0 -0.2 0.1 0.117
H -3.6293 -2.4931 -2.9912 0.2 0.1 -0.3 0.071
H -2.9991 -2.7137 -4.6410 -0.2 0.1 0.1 0.090
H -4.0622 -1.3342 -4.2804 0.2 -0.3 0.1 0.080
H -0.8789 0.2405 -1.2822 1.4 2.2 0.3 0.069
Eu 0.3590 1.3095 1.5379 -1.9 -0.7 1.0 1.423
C -0.1555 1.1613 -1.1517 -0.8 -0.7 -0.7 -0.268
Si 0.5035 1.7679 -2.8292 -0.3 -0.4 -0.3 0.458
H -0.6782 1.9907 -0.6131 0.4 -0.4 -0.2 0.022
H 0.7839 0.7625 -0.7028 -0.5 0.4 -0.1 -0.047
C 1.2702 0.2854 -3.6784 0.0 0.0 0.0 -0.161
C 1.8445 3.0356 -2.5551 0.1 0.2 0.0 -0.177
C -0.7524 2.5376 -3.9928 0.0 -0.1 0.2 -0.168
C 2.5941 0.2888 0.8662 2.2 -1.6 -0.6 -0.187
Si 3.4698 1.3842 2.0964 0.9 1.3 0.7 0.403
H 2.9782 0.3462 -0.1696 -0.5 0.2 0.3 0.034
H 2.5753 -0.7873 1.1290 -0.6 0.4 0.0 0.026
C 4.3191 2.7953 1.1882 -0.2 -0.1 -0.1 -0.177
C 4.7694 0.5279 3.1504 -0.2 -0.5 0.0 -0.157
C 2.2229 2.1776 3.2944 -0.1 0.2 0.1 -0.255
H -0.1881 2.9068 -4.8635 -0.2 0.0 0.2 0.047
H -1.2566 3.3886 -3.5138 0.0 -0.1 -0.2 0.042
H -1.5107 1.8259 -4.3467 0.3 0.3 0.1 0.016
H 2.1596 -0.0654 -3.1410 -0.1 0.0 -0.1 0.032
H 1.5819 0.5993 -4.6833 0.0 -0.1 0.2 0.045
H 0.5776 -0.5563 -3.7864 0.2 0.2 0.0 0.014
H 2.4627 2.8451 -1.6690 0.0 0.0 -0.1 0.009
H 1.4047 4.0364 -2.4660 0.2 -0.1 0.0 0.038
H 2.4944 3.0234 -3.4404 0.0 0.1 0.2 0.044
H 5.2244 -0.3085 2.6015 0.0 0.2 0.2 0.042
H 4.3464 0.1316 4.0854 0.1 0.0 -0.3 0.039
H 5.5733 1.2321 3.4173 -0.4 -0.1 -0.2 0.048
H 1.6767 1.4315 3.8981 0.1 0.3 -0.1 0.017
H 1.4998 2.9127 2.8675 0.5 -0.1 0.4 0.009
H 2.8287 2.7792 3.9842 -0.1 -0.1 -0.1 0.067
H 5.1824 3.1449 1.7751 -0.3 -0.1 -0.2 0.044
H 3.6365 3.6446 1.0382 0.2 -0.2 -0.1 0.037
H 4.6784 2.4522 0.2084 0.0 0.2 0.2 0.037
S -1.8615 1.1338 3.2857 -0.2 0.7 -0.8 0.471
C -0.9084 0.0256 4.1702 1.0 -0.9 0.7 -0.849
C -1.3136 -0.3552 5.4788 0.6 -0.3 -0.3 -0.100
C -0.5299 -1.2367 6.2145 -0.5 0.5 -0.4 -0.057
C 0.6286 -1.7572 5.6286 0.6 -0.2 -0.5 -0.076
C 0.9727 -1.3701 4.3318 -0.7 0.5 0.4 -0.154
N 0.2486 -0.4586 3.6166 -0.3 -0.5 0.4 -0.100
H -2.2295 0.0921 5.8463 0.1 -0.2 0.1 0.098
H -0.8348 -1.5135 7.2260 0.2 0.0 -0.3 0.117
H 1.2765 -2.4532 6.1692 -0.3 0.2 -0.2 0.107
H 1.8598 -1.7857 3.8438 -0.3 0.2 0.1 0.102
```
Positions in Å, forces in eV/Å.

Properties
2S+1: 7
strongest force on any atom: 0.055 hartree/bohr
net charge: +1
ΔE to the lowest compared entry with this formula, charge and spin: 171.66 kJ/mol
Kohn-Sham gap (spin up / spin down): 7.50 / 4.16 eV
expectation value of S²: 12.019